No. 1
{
  "formula": "C42H37IrN5O6S3",
  "method": "the ωB97M-V functional and the def2-TZVPD basis",
  "elements": ["Ir", "C", "O", "C", "C", "C", "C", "C", "C", "C", "N", "C", "C", "N", "C", "C", "C", "C", "N", "C", "C", "N", "C", "C", "C", "C", "H", "H", "H", "H", "H", "H", "H", "H", "H", "H", "H", "H", "H", "H", "O", "S", "C", "C", "C", "C", "S", "O", "C", "C", "C", "C", "C", "C", "C", "C", "C", "C", "C", "C", "H", "H", "H", "H", "H", "H", "H", "H", "H", "H", "H", "H", "H", "H", "H", "H", "H", "H", "O", "N", "C", "C", "C", "C", "C", "S", "H", "H", "H", "H", "O", "C", "O", "H"],
  "coordinates": [[0.0031, -1.8593, -0.5985], [-6.8288, 7.4461, 6.6174], [-5.4278, 7.4316, 6.3846], [-4.9212, 6.4289, 5.6375], [-3.5383, 6.4510, 5.4473], [-2.9293, 5.4694, 4.6985], [-3.6766, 4.4408, 4.1200], [-5.0525, 4.4286, 4.3148], [-5.6794, 5.4099, 5.0655], [-3.0625, 3.3791, 3.3228], [-3.7091, 2.3880, 2.7498], [-2.7511, 1.6459, 2.1176], [-1.4987, 2.1898, 2.3078], [-1.7154, 3.3027, 3.0815], [-0.3054, 1.6233, 1.7714], [1.0102, 2.0879, 1.9354], [2.0399, 1.4069, 1.3441], [1.7781, 0.2617, 0.5845], [0.5493, -0.1899, 0.4241], [-0.4854, 0.4654, 1.0061], [-1.7751, -0.1267, 0.8156], [-1.7957, -1.2841, 0.1035], [-2.9543, -1.9065, -0.0564], [-4.1497, -1.3906, 0.4524], [-4.1470, -0.2143, 1.1566], [-2.9276, 0.4414, 1.3622], [-7.0192, 8.3149, 7.2392], [-7.1493, 6.5450, 7.1444], [-7.3824, 7.5416, 5.6809], [-2.9667, 7.2504, 5.8985], [-1.8540, 5.5215, 4.5720], [-5.6350, 3.6342, 3.8685], [-6.7501, 5.3715, 5.1977], [-1.0220, 3.9420, 3.4267], [1.2118, 2.9789, 2.5165], [3.0610, 1.7484, 1.4372], [2.5521, -0.2603, 0.0470], [-2.9233, -2.8565, -0.5545], [-5.0632, -1.9446, 0.2901], [-5.0550, 0.2093, 1.5642], [1.9593, -2.3228, -1.1887], [2.4058, -3.7860, -1.1322], [3.9602, -3.8307, -2.0709], [4.7590, -2.5307, -2.2087], [4.3197, -1.6499, -3.3830], [5.2385, -0.4309, -3.5598], [4.6333, 1.1018, -2.7806], [3.7000, 0.6710, -1.6942], [3.6432, 1.7035, -4.1412], [2.4213, 1.1223, -4.4494], [1.6914, 1.6179, -5.5170], [2.1810, 2.6833, -6.2643], [3.3965, 3.2669, -5.9392], [4.1320, 2.7800, -4.8666], [3.0647, -4.1215, 0.4894], [3.0386, -5.4486, 0.8898], [3.5648, -5.7895, 2.1287], [4.0928, -4.8052, 2.9505], [4.0978, -3.4765, 2.5415], [3.5808, -3.1283, 1.3052], [3.6897, -4.2290, -3.0503], [4.5351, -4.5946, -1.5474], [5.7937, -2.8421, -2.3800], [4.7551, -1.9546, -1.2811], [3.2802, -1.3562, -3.2470], [4.3757, -2.2385, -4.3027], [5.4079, -0.1852, -4.6072], [6.2149, -0.6120, -3.1049], [2.0306, 0.3191, -3.8390], [0.7345, 1.1762, -5.7632], [1.6058, 3.0664, -7.0970], [3.7682, 4.1062, -6.5118], [5.0773, 3.2340, -4.5941], [2.6013, -6.2062, 0.2497], [3.5475, -6.8205, 2.4550], [4.4933, -5.0717, 3.9195], [4.4996, -2.7109, 3.1919], [3.5523, -2.0980, 0.9853], [-0.4492, -3.5039, -1.7282], [-1.4680, -3.2751, -2.5726], [-2.2977, -4.3016, -2.8219], [-3.2993, -4.1662, -3.7486], [-3.4277, -2.9496, -4.4183], [-2.5759, -1.9077, -4.1252], [-1.5760, -2.0560, -3.1614], [-0.4967, -0.8044, -2.6462], [-2.0929, -5.1853, -2.2359], [-3.9644, -4.9944, -3.9397], [-4.2075, -2.8168, -5.1560], [-2.6708, -0.9485, -4.6139], [-1.3991, -4.2806, 0.9936], [-0.3795, -3.8832, 1.5255], [0.3853, -2.8871, 1.1405], [0.0218, -4.3712, 2.4291]],
  "mulliken_charge": [2.77, -0.84, -0.46, 0.94, -0.82, -0.41, 0.30, -0.82, -0.45, 0.20, -0.84, 0.74, 0.13, -0.07, 0.34, -1.00, -1.30, -0.09, 0.08, 0.41, -0.20, -0.20, -0.17, -1.07, -0.61, 0.50, 0.24, 0.34, 0.34, 0.43, 0.25, 0.46, 0.40, 0.18, 0.45, 0.59, 0.48, 0.43, 0.48, 0.60, -0.83, 0.36, -1.03, -0.55, 0.15, -1.04, 0.14, -0.32, 0.46, -0.01, -0.65, -0.49, -0.51, -0.33, 0.58, -0.37, -0.73, -0.50, -0.96, 0.21, 0.56, 0.52, 0.61, 0.10, -0.45, 0.51, 0.52, 0.50, -0.09, 0.45, 0.39, 0.38, 0.40, 0.44, 0.43, 0.41, 0.45, 0.15, -0.69, 0.15, -0.14, -0.95, -0.20, -0.94, 0.79, -0.50, 0.48, 0.45, 0.41, 0.46, -0.53, -0.10, -0.66, 0.39],
  "de_lowest_kj_mol": 42.54,
  "homo_energy_ev": -9.81,
  "max_force_ha_per_bohr": 0.0112,
  "charge": 1
}


No. 2
{
  "formula": "C42H37N7O2ReS2",
  "method": "the ωB97M-V functional and the def2-TZVPD basis",
  "elements": ["Re", "N", "C", "S", "N", "N", "C", "C", "C", "C", "C", "C", "C", "C", "C", "C", "C", "C", "N", "H", "H", "H", "H", "H", "H", "H", "H", "H", "H", "H", "C", "C", "C", "C", "C", "C", "C", "N", "C", "N", "C", "C", "C", "C", "C", "C", "C", "N", "C", "C", "C", "C", "C", "C", "C", "H", "H", "H", "H", "H", "H", "H", "H", "H", "H", "H", "H", "H", "H", "H", "H", "H", "H", "H", "H", "H", "H", "O", "C", "O", "C", "C", "C", "C", "C", "C", "S", "H", "H", "H", "H"],
  "coordinates": [[-0.3713, 0.7994, 0.1087], [-0.8199, 5.2567, -1.1258], [-1.0975, 4.0000, -0.7207], [-1.6017, 2.8573, -1.8843], [-1.0069, 3.7935, 0.5752], [-1.0853, 2.5506, 1.0224], [-1.3867, 2.4059, 2.2957], [-1.6576, 3.5539, 3.1912], [-2.9058, 3.6850, 3.7934], [-3.1442, 4.7110, 4.6951], [-2.1315, 5.6054, 5.0078], [-0.8906, 5.4880, 4.3961], [-0.6543, 4.4731, 3.4834], [-1.4750, 1.0604, 2.7974], [-1.6478, 0.7510, 4.1529], [-1.7809, -0.5638, 4.5330], [-1.7718, -1.5614, 3.5576], [-1.5433, -1.1973, 2.2515], [-1.3676, 0.0730, 1.8784], [-0.9065, 5.4719, -2.0998], [-0.5308, 5.9503, -0.4579], [-3.6905, 2.9794, 3.5462], [-4.1184, 4.8060, 5.1572], [-2.3094, 6.3939, 5.7278], [-0.1000, 6.1868, 4.6371], [0.3139, 4.3698, 3.0118], [-1.6386, 1.5516, 4.8766], [-1.8848, -0.8240, 5.5778], [-1.9064, -2.6011, 3.8174], [-1.4914, -1.9350, 1.4599], [0.0414, -2.1945, -4.2806], [0.1161, -3.6483, -3.9007], [-0.0810, -4.6252, -4.8737], [0.0158, -5.9765, -4.5889], [0.3189, -6.3855, -3.2990], [0.5202, -5.4371, -2.3136], [0.4212, -4.0769, -2.6000], [0.7192, -3.1675, -1.5545], [-0.0027, -2.0609, -1.1983], [-1.2928, -2.1118, -1.5498], [-2.3569, -1.2111, -1.3324], [-2.1645, 0.0732, -0.8075], [-3.3488, 0.8051, -0.5959], [-4.6058, 0.3111, -0.8741], [-4.7422, -0.9597, -1.4158], [-3.6228, -1.7297, -1.6641], [-3.7791, -3.1050, -2.2679], [0.5441, -1.0949, -0.5003], [1.9728, -1.1861, -0.3460], [2.7861, -0.9013, -1.4393], [4.1639, -0.9379, -1.3224], [4.7376, -1.2842, -0.1099], [3.9292, -1.6144, 0.9655], [2.5417, -1.5736, 0.8719], [1.6745, -1.9209, 2.0469], [0.2648, -2.0733, -5.3391], [0.7476, -1.5949, -3.7077], [-0.9521, -1.7794, -4.0996], [-0.2891, -4.3081, -5.8886], [-0.1272, -6.7082, -5.3728], [0.4007, -7.4378, -3.0621], [0.7682, -5.7386, -1.3030], [1.5949, -3.2966, -1.0733], [-1.5505, -2.9629, -2.0229], [-3.2795, 1.8098, -0.2034], [-5.4817, 0.9153, -0.6740], [-5.7235, -1.3548, -1.6497], [-4.8312, -3.3029, -2.4606], [-3.4135, -3.8913, -1.6000], [-3.2514, -3.1924, -3.2234], [2.3251, -0.6294, -2.3802], [4.7834, -0.6735, -2.1692], [5.8146, -1.3072, -0.0057], [4.3839, -1.9058, 1.9046], [2.2800, -2.2325, 2.8963], [0.9663, -2.7177, 1.8050], [1.1028, -1.0417, 2.3449], [2.8294, 1.8341, 2.7526], [2.3455, 1.6243, 1.6505], [1.1779, 1.1115, 1.4769], [3.1642, 1.9733, 0.4201], [4.5251, 2.1744, 0.6541], [5.3917, 2.5567, -0.3508], [4.8891, 2.7847, -1.6264], [3.5478, 2.5878, -1.8792], [2.6693, 2.1487, -0.8770], [1.0262, 1.9143, -1.4896], [4.8671, 2.0386, 1.6709], [6.4450, 2.6950, -0.1434], [5.5419, 3.1268, -2.4201], [3.1440, 2.7762, -2.8669]],
  "lowdin_spin": [0.80, -0.01, -0.01, -0.03, -0.01, -0.01, 0.03, 0.00, 0.00, 0.00, 0.00, 0.00, 0.00, -0.01, 0.01, -0.01, 0.01, -0.01, 0.01, 0.00, 0.00, 0.00, 0.00, 0.00, 0.00, 0.00, 0.00, 0.00, 0.00, 0.00, 0.00, 0.00, 0.00, 0.00, 0.00, 0.00, 0.00, 0.00, 0.01, 0.01, 0.00, 0.00, 0.00, 0.00, 0.00, 0.00, 0.00, 0.02, 0.00, 0.00, 0.00, 0.00, 0.00, 0.00, 0.00, 0.00, 0.00, 0.00, 0.00, 0.00, 0.00, 0.00, 0.00, 0.00, 0.00, 0.00, 0.00, 0.00, 0.00, 0.00, 0.00, 0.00, 0.00, 0.00, 0.00, 0.00, 0.00, 0.02, 0.00, 0.01, 0.01, 0.00, 0.02, 0.00, 0.02, 0.01, 0.12, 0.00, 0.00, 0.00, 0.00],
  "de_lowest_kj_mol": 181.47,
  "s2": 1.215,
  "multiplicity": 2,
  "homo_energy_ev": [-6.85, -6.99],
  "max_force_ha_per_bohr": 0.0543,
  "charge": 0
}